No. 1
# C2H5OS

C2H5OS as an isolated structure at a distorted geometry (the ωB97M-V functional and the def2-TZVPD basis, OMol25).

Calculated values
Relative energy (zero: lowest compared OMol25 entry of this formula, charge and spin) = 28.32 kcal per mole
⟨S²⟩ = 0.754
Orbital gap (spin up / spin down) = 9.83 / 6.80 eV

Geometry as ORCA input:
```
! RIJCOSX wB97M-V def2-TZVPD def2/J DEFGRID3
* xyz 0 2
C 0.3550 -1.4241 1.7187
S -0.0110 -0.7932 0.0472
H 1.4040 -1.1486 2.0155
H -0.3498 -0.9804 2.4370
H 0.1577 -2.5224 1.7823
O 0.0173 2.2200 -0.7682
C -0.3529 1.1101 -1.2828
H 0.2331 0.6883 -2.1539
H -1.4206 0.7774 -1.3050
*
```

---

No. 2
# C2H6

One molecule with the formula C2H6 at a distorted geometry (the ωB97M-V functional and the def2-TZVPD basis, OMol25).

Calculated values
SMILES string = CC
Relative energy (zero: lowest compared OMol25 entry of this formula, charge and spin) = 5.50 kcal per mole
Orbital gap = 13.05 eV

Geometry as ORCA input:
```
! RIJCOSX wB97M-V def2-TZVPD def2/J DEFGRID3
* xyz 0 1
C 0.0434 -0.7366 0.2949
C -0.0623 0.6792 -0.3420
H -0.1129 -0.6068 1.3608
H 1.0426 -1.1654 0.2412
H -0.6491 -1.3930 -0.2216
H -0.4165 1.3588 0.4388
H 0.9217 1.0581 -0.6153
H -0.7669 0.8057 -1.1568
*
```

---

No. 3
# C2H6AlBrF4NO3S

C2H6AlBrF4NO3S as an isolated structure at a distorted geometry (the ωB97M-V functional and the def2-TZVPD basis, OMol25).

Calculated values
Orbital gap = 7.88 eV

Geometry as ORCA input:
```
! RIJCOSX wB97M-V def2-TZVPD def2/J DEFGRID3
* xyz -1 1
C 0.6199 0.6018 -0.9744
N -0.1677 1.5603 -0.1084
C 0.6679 2.1983 0.9787
O 1.7336 1.3479 1.5306
S 1.1826 0.3557 2.8024
O -0.0820 -0.4573 2.4216
O 2.4264 -0.8356 3.0132
Br 2.4378 -1.6946 1.3597
H 0.4951 -0.5300 -0.7007
H 1.7576 0.8711 -1.0348
H 0.1987 0.7232 -2.0845
H -1.0575 1.1446 0.2492
H 0.0287 2.6376 1.8643
H 1.2068 3.1377 0.4788
F -2.9981 -3.3752 -0.7806
Al -2.2896 -2.2121 -1.9592
F -2.5934 -2.7962 -3.6355
F -0.5149 -2.0819 -1.6812
F -3.0519 -0.5953 -1.7392
*
```

---

No. 4
# C2H6AlF3O

C2H6AlF3O as an isolated structure at a distorted geometry (the ωB97M-V functional and the def2-TZVPD basis, OMol25).

Calculated values
⟨S²⟩ = 0.787
Orbital gap (spin up / spin down) = 9.14 / 4.79 eV

Geometry as ORCA input:
```
! RIJCOSX wB97M-V def2-TZVPD def2/J DEFGRID3
* xyz -1 2
Al 2.7735 0.7698 -0.7865
F 4.5729 1.9824 1.2191
F 2.1244 -1.8543 -2.0169
F 3.2700 3.6463 -1.3370
C -2.2321 -0.7703 0.3418
C -0.9295 -0.0247 0.6114
O 0.1784 -0.5158 -0.1566
H -2.0660 -1.8397 0.2116
H -2.7461 -0.5325 -0.5896
H -2.9935 -0.5351 1.0855
H -0.7129 -0.0131 1.6797
H -1.1193 1.0088 0.3217
H -0.1198 -1.3220 -0.5841
*
```